No. 1
Below is a molecular structure, C13H38B2N4O7Si2 at a distorted geometry, with properties calculated with ωB97M-V with the def2-TZVPD basis set.

As for the spin multiplicity: 1. The molar mass comes out at 440.26 g mol⁻¹. The LUMO energy comes out at -0.053 eV. The HOMO energy comes out at -8.6923 eV.

Each line ends with the Löwdin charge.
Atoms and positions in Å:
C (0.84, -3.11, 0.95)  -0.102
C (0.05, -1.76, 0.94)  -0.174
B (-1.41, -2.09, 0.37)  -0.389
O (-2.22, -2.97, 1.16)  0.031
Si (-2.12, -1.40, -1.34)  0.530
O (-0.95, -1.65, -2.57)  -0.413
Si (-1.23, -0.77, -4.00)  0.563
O (-3.68, -1.97, -1.73)  -0.230
C (-3.73, -3.38, -1.89)  -0.231
C (-5.21, -3.88, -1.55)  -0.175
N (-5.96, -2.83, -0.84)  -0.072
C (-5.72, -2.91, 0.61)  -0.157
C (-5.70, -1.54, 1.32)  -0.388
C (-5.85, -0.32, 0.37)  -0.044
O (-6.82, -1.52, 2.22)  -0.059
B (-2.32, 0.57, -1.09)  -0.563
N (-1.49, 1.37, -0.15)  0.117
O (-3.35, 1.23, -1.83)  0.048
H (0.16, -3.90, 1.31)  0.066
H (1.18, -3.41, -0.05)  0.074
H (1.70, -3.08, 1.63)  0.070
H (0.50, -1.01, 0.29)  0.079
H (-0.06, -1.42, 1.98)  0.110
H (-2.92, -2.47, 1.58)  0.059
H (-2.67, -0.48, -4.15)  -0.035
H (-0.53, 0.53, -4.03)  -0.055
H (-0.77, -1.50, -5.21)  -0.071
H (-3.06, -3.93, -1.21)  0.103
H (-3.52, -3.70, -2.92)  0.116
H (-5.12, -4.80, -0.95)  0.110
H (-5.71, -4.05, -2.51)  0.112
H (-6.94, -3.01, -0.97)  0.112
H (-4.81, -3.48, 0.83)  0.110
H (-6.54, -3.48, 1.07)  0.128
H (-4.80, -1.36, 1.94)  0.124
H (-5.39, -0.46, -0.62)  0.059
H (-6.93, -0.10, 0.30)  0.087
H (-5.37, 0.57, 0.82)  0.075
H (-6.89, -0.65, 2.59)  0.075
H (-2.06, 1.52, 0.69)  0.082
H (-1.44, 2.30, -0.56)  0.071
H (-3.84, 1.82, -1.26)  0.080
C (3.34, 1.95, 1.31)  -0.355
O (2.56, 1.71, 2.20)  0.007
N (3.00, 2.32, 0.06)  -0.192
C (3.99, 2.60, -0.97)  -0.052
C (1.59, 2.44, -0.27)  -0.057
H (4.43, 1.89, 1.45)  0.109
H (3.88, 3.63, -1.31)  0.092
H (3.85, 1.92, -1.81)  0.091
H (5.00, 2.47, -0.58)  0.046
H (1.13, 3.18, 0.39)  0.091
H (1.10, 1.49, -0.11)  0.062
H (1.47, 2.75, -1.31)  0.086
C (8.12, 3.02, 0.15)  -0.335
O (7.12, 2.83, -0.53)  0.005
N (8.12, 3.31, 1.47)  -0.197
C (9.36, 3.53, 2.20)  -0.058
C (6.86, 3.40, 2.18)  -0.037
H (9.13, 2.98, -0.29)  0.133
H (9.44, 2.79, 3.00)  0.091
H (9.35, 4.53, 2.63)  0.090
H (10.22, 3.43, 1.53)  0.083
H (6.34, 2.45, 2.10)  0.074
H (6.24, 4.17, 1.73)  0.099
H (7.04, 3.63, 3.22)  0.090


No. 2
Below is a molecular structure, C28H46BN8OS3Si4Ti at a distorted geometry, with properties calculated with ωB97M-V with the def2-TZVPD basis set.

As for the spin multiplicity: 3. The molar mass comes out at 777.96 g mol⁻¹. Its expectation value of S² is 2.028. The LUMO energy (alpha / beta) comes out at 2.141 / 2.130 eV. Its total charge is -1. The HOMO energy (alpha / beta) comes out at -3.3392 / -4.5878 eV.

Each line ends with the Löwdin charge.
Atoms and positions in Å:
Ti (0.07, 0.37, 0.81)  0.389
C (1.20, -3.68, 0.78)  -0.028
N (0.39, -3.52, 1.98)  -0.116
C (0.63, -4.14, 3.18)  -0.066
C (-0.29, -3.66, 4.04)  -0.066
N (-1.10, -2.77, 3.37)  -0.001
B (-2.35, -2.16, 4.11)  -0.446
N (-2.81, -0.80, 3.52)  -0.022
C (-4.13, -0.55, 3.23)  -0.064
C (-4.24, 0.75, 2.88)  -0.054
N (-2.98, 1.29, 2.95)  -0.106
C (-2.66, 2.68, 2.68)  -0.018
C (-2.11, 0.33, 3.33)  -0.702
S (-0.40, 0.51, 3.47)  0.675
C (-0.67, -2.69, 2.11)  -0.662
S (-1.34, -1.76, 0.81)  0.668
H (2.25, -3.76, 1.08)  0.097
H (1.07, -2.80, 0.16)  0.036
H (0.89, -4.56, 0.22)  0.099
H (1.45, -4.82, 3.31)  0.120
H (-0.45, -3.87, 5.09)  0.116
H (-2.02, -2.04, 5.26)  0.073
H (-3.28, -2.92, 3.99)  0.073
H (-4.87, -1.32, 3.30)  0.113
H (-5.09, 1.33, 2.57)  0.122
H (-3.39, 3.31, 3.19)  0.100
H (-2.69, 2.88, 1.61)  0.063
H (-1.67, 2.89, 3.07)  0.063
N (1.55, 3.24, 1.99)  0.200
C (0.40, 3.38, 1.29)  -0.507
O (-0.15, 2.33, 0.81)  -0.216
C (-0.14, 4.65, 1.07)  -0.217
C (0.50, 5.78, 1.65)  -0.246
N (1.02, 6.66, 2.17)  0.119
C (-1.32, 4.82, 0.31)  -0.250
N (-2.29, 4.97, -0.29)  0.149
H (1.81, 2.30, 2.27)  0.076
H (1.92, 4.02, 2.50)  0.100
S (4.54, 0.26, 0.09)  1.028
C (2.87, 0.73, 0.09)  -0.478
N (2.09, 0.15, 1.02)  -0.141
C (2.89, -0.62, 1.88)  -0.296
C (2.46, -1.30, 3.02)  -0.043
C (3.37, -2.04, 3.75)  -0.085
C (4.71, -2.13, 3.35)  -0.096
C (5.15, -1.45, 2.23)  -0.098
C (4.24, -0.70, 1.51)  -0.475
H (2.47, 1.39, -0.66)  0.028
H (1.42, -1.24, 3.33)  0.035
H (3.03, -2.56, 4.63)  0.102
H (5.41, -2.72, 3.94)  0.098
H (6.19, -1.50, 1.92)  0.104
C (2.68, 1.94, -3.19)  -0.224
Si (0.78, 1.95, -3.15)  0.334
C (0.30, 1.96, -4.98)  -0.217
C (0.27, 3.63, -2.44)  -0.215
Si (-0.13, 0.20, -1.86)  0.364
Si (-2.46, 0.28, -2.21)  0.318
C (-3.11, 1.30, -3.66)  -0.229
C (-3.23, -1.43, -2.43)  -0.231
C (-3.23, 1.05, -0.67)  -0.229
Si (0.76, -1.70, -2.91)  0.323
C (-0.24, -3.29, -2.65)  -0.231
C (2.52, -2.03, -2.27)  -0.226
C (0.96, -1.57, -4.79)  -0.234
H (3.02, 2.46, -4.09)  0.027
H (3.09, 0.93, -3.21)  0.004
H (3.12, 2.47, -2.34)  0.014
H (0.64, 2.91, -5.42)  0.026
H (-0.76, 1.87, -5.15)  0.000
H (0.80, 1.16, -5.52)  0.003
H (0.64, 4.44, -3.08)  0.032
H (0.69, 3.77, -1.44)  0.011
H (-0.81, 3.73, -2.35)  0.014
H (-2.82, 0.87, -4.62)  0.015
H (-2.77, 2.33, -3.62)  0.019
H (-4.20, 1.30, -3.62)  0.024
H (-2.96, -1.87, -3.39)  0.015
H (-4.32, -1.34, -2.40)  0.026
H (-2.93, -2.13, -1.64)  -0.009
H (-2.86, 2.06, -0.50)  0.010
H (-3.03, 0.45, 0.22)  -0.017
H (-4.32, 1.11, -0.78)  0.035
H (-0.61, -3.39, -1.63)  -0.016
H (0.38, -4.15, -2.89)  0.024
H (-1.10, -3.30, -3.31)  0.012
H (2.62, -1.85, -1.19)  -0.011
H (3.24, -1.36, -2.76)  0.012
H (2.83, -3.06, -2.48)  0.027
H (0.02, -1.30, -5.27)  0.023
H (1.28, -2.53, -5.19)  0.023
H (1.71, -0.83, -5.06)  0.009


No. 3
Below is 2 unconnected molecules or ions with the total composition C5H7N, with properties calculated with ωB97M-V with the def2-TZVPD basis set.

As for the spin multiplicity: 1. The molar mass comes out at 81.12 g mol⁻¹. The LUMO energy comes out at 0.890 eV. The SMILES is CC=C=N.C#C. The HOMO energy comes out at -9.0375 eV.

Each line ends with the Löwdin charge.
Atoms and positions in Å:
C (2.57, 0.49, -0.27)  -0.111
C (1.40, 0.08, 0.59)  -0.160
C (0.54, -0.85, 0.26)  -0.192
N (-0.33, -1.65, -0.09)  0.118
H (3.52, 0.14, 0.16)  0.070
H (2.49, 0.07, -1.28)  0.075
H (2.63, 1.58, -0.36)  0.070
H (1.26, 0.56, 1.55)  0.104
H (-0.14, -2.61, 0.18)  0.078
C (-3.92, 0.98, -0.12)  -0.018
C (-3.05, 0.15, -0.24)  -0.015
H (-4.68, 1.73, -0.02)  0.008
H (-2.28, -0.58, -0.34)  -0.028


No. 4
Below is a molecular structure, C29H48FeNP3SSe at a distorted geometry, with properties calculated with ωB97M-V with the def2-TZVPD basis set.

As for the spin multiplicity: 6. The molar mass comes out at 670.50 g mol⁻¹. Its expectation value of S² is 8.823. The LUMO energy (alpha / beta) comes out at -8.677 / -11.779 eV. Its total charge is +3. The HOMO energy (alpha / beta) comes out at -15.7877 / -16.3685 eV.

Each line ends with the Löwdin charge.
Atoms and positions in Å:
Fe (0.10, 0.39, -0.19)  0.084
P (0.36, 2.30, 0.88)  0.714
P (-2.15, 0.95, -0.27)  0.757
P (2.27, 0.33, -0.67)  0.738
H (-1.32, -2.83, -5.64)  0.053
C (-0.72, -3.54, -5.04)  -0.070
C (-0.43, -3.35, -3.72)  -0.082
H (-0.92, -2.65, -3.04)  0.027
C (0.60, 3.91, 0.02)  -0.240
C (-0.87, 2.86, 2.13)  -0.213
C (1.80, 2.40, 2.02)  -0.226
C (-2.66, -0.15, -1.63)  -0.243
C (-3.32, 0.55, 1.08)  -0.228
C (-2.82, 2.61, -0.75)  -0.221
C (2.41, -0.83, -2.08)  -0.224
C (3.48, -0.36, 0.53)  -0.210
C (3.15, 1.83, -1.25)  -0.227
H (-0.46, -4.48, -5.60)  0.088
H (0.28, -4.08, -3.28)  0.061
H (0.83, 4.62, 0.83)  0.063
H (-0.32, 4.22, -0.50)  0.041
H (1.45, 3.87, -0.68)  0.026
H (-0.52, 3.85, 2.44)  0.070
H (-0.87, 2.18, 2.99)  0.041
H (-1.89, 2.97, 1.74)  0.020
H (1.78, 3.43, 2.39)  0.067
H (2.77, 2.22, 1.53)  0.026
H (1.66, 1.71, 2.86)  0.050
H (-3.69, 0.11, -1.93)  0.073
H (-2.63, -1.19, -1.27)  0.062
H (-1.98, -0.04, -2.49)  0.012
H (-4.32, 0.38, 0.66)  0.081
H (-3.37, 1.39, 1.80)  0.059
H (-2.99, -0.35, 1.61)  -0.021
H (-3.91, 2.52, -0.78)  0.077
H (-2.44, 2.88, -1.75)  0.012
H (-2.55, 3.39, -0.03)  0.039
H (3.44, -0.87, -2.43)  0.074
H (1.74, -0.50, -2.89)  0.013
H (2.09, -1.83, -1.75)  0.063
H (4.46, -0.44, 0.06)  0.078
H (3.16, -1.36, 0.86)  0.049
H (3.58, 0.26, 1.43)  0.047
H (4.12, 1.51, -1.65)  0.075
H (3.32, 2.55, -0.44)  0.047
H (2.56, 2.33, -2.03)  -0.005
C (0.45, 1.67, -4.66)  -0.541
C (0.17, 0.30, -4.71)  -0.129
C (0.33, -0.38, -5.90)  -0.009
C (0.75, 0.30, -7.05)  0.039
C (1.02, 1.67, -7.02)  0.004
C (0.88, 2.36, -5.82)  -0.045
Se (0.07, 2.53, -3.05)  1.128
H (0.16, 1.37, -1.85)  -0.114
H (-0.24, -0.19, -3.83)  0.075
H (0.10, -1.44, -5.91)  0.080
H (0.84, -0.25, -7.97)  0.136
H (1.33, 2.14, -7.96)  0.143
H (1.05, 3.43, -5.81)  0.130
N (0.28, -0.76, 1.43)  -0.398
S (-0.89, -1.57, 2.25)  1.084
C (-0.30, -3.19, 2.89)  -0.357
C (1.06, -3.47, 3.06)  -0.080
C (1.42, -4.75, 3.51)  -0.042
C (0.45, -5.71, 3.80)  -0.035
C (-0.90, -5.42, 3.62)  -0.036
C (-1.28, -4.16, 3.17)  -0.068
C (-1.02, -0.59, 3.76)  -0.391
C (-2.30, -0.12, 4.07)  -0.100
C (-2.45, 0.84, 5.06)  -0.044
C (-1.32, 1.29, 5.75)  -0.043
C (-0.06, 0.75, 5.49)  -0.044
C (0.11, -0.21, 4.48)  -0.079
H (1.10, -0.89, 2.01)  -0.020
H (1.81, -2.71, 2.85)  0.092
H (2.48, -4.97, 3.64)  0.122
H (0.77, -6.69, 4.16)  0.131
H (-1.63, -6.18, 3.84)  0.124
H (-2.34, -3.92, 3.03)  0.115
H (-3.17, -0.49, 3.51)  0.104
H (-3.43, 1.24, 5.30)  0.126
H (-1.43, 2.10, 6.48)  0.130
H (0.80, 1.06, 6.07)  0.121
H (1.08, -0.65, 4.26)  0.113


No. 5
Below is a single C2H5N3S2 molecule at a distorted geometry, with properties calculated with ωB97M-V with the def2-TZVPD basis set.

As for the spin multiplicity: 1. The molar mass comes out at 135.22 g mol⁻¹. The LUMO energy comes out at 0.178 eV. The SMILES is S/N=C\N/C=N\S. The HOMO energy comes out at -8.4110 eV.

Each line ends with the Löwdin charge.
Atoms and positions in Å:
S (-0.50, 0.82, -1.84)  0.707
N (-1.03, -0.59, -1.10)  -0.418
C (-0.22, -1.22, -0.34)  -0.431
N (0.99, -0.76, 0.18)  -0.007
C (1.24, 0.62, 0.74)  -0.311
N (0.47, 1.60, 1.18)  -0.409
S (-1.13, 1.32, 1.66)  0.667
H (-1.45, 0.94, -2.89)  -0.101
H (-0.61, -2.12, -0.05)  0.085
H (1.38, -1.71, 0.90)  0.248
H (2.26, 0.89, 0.82)  0.087
H (-1.39, 0.21, 0.75)  -0.116


No. 6
Below is a molecular structure, C20H30FN5O4Pt at a distorted geometry, with properties calculated with ωB97M-V with the def2-TZVPD basis set.

As for the spin multiplicity: 1. The molar mass comes out at 618.57 g mol⁻¹. The LUMO energy (alpha / beta) comes out at -4.836 / -4.836 eV. Its total charge is +2. The HOMO energy (alpha / beta) comes out at -12.3123 / -12.3139 eV.

Each line ends with the Löwdin charge.
Atoms and positions in Å:
Pt (0.32, -0.01, 0.51)  1.048
C (3.65, -5.48, -2.88)  -0.055
C (3.33, -4.33, -3.83)  -0.174
N (3.03, -3.08, -3.12)  -0.019
C (1.74, -2.73, -2.94)  0.050
C (1.31, -1.66, -2.20)  -0.041
C (-0.17, -1.34, -2.21)  -0.637
O (-0.72, -1.28, -3.30)  0.053
O (-0.72, -1.17, -1.05)  -0.182
C (2.28, -0.82, -1.58)  -0.297
O (1.98, 0.21, -0.91)  -0.118
C (3.68, -1.17, -1.81)  -0.044
C (4.69, -0.36, -1.30)  0.096
C (6.00, -0.64, -1.56)  -0.188
F (6.94, 0.20, -1.08)  0.075
C (6.39, -1.74, -2.33)  -0.139
C (5.39, -2.56, -2.81)  0.057
C (4.03, -2.29, -2.59)  -0.113
N (7.74, -2.08, -2.64)  -0.103
C (8.11, -2.05, -4.06)  -0.108
C (9.25, -3.06, -4.30)  -0.066
N (9.79, -3.47, -2.96)  0.052
C (10.13, -2.26, -2.15)  -0.060
C (8.82, -1.51, -1.82)  -0.124
H (3.87, -6.38, -3.45)  0.087
H (2.79, -5.68, -2.24)  0.089
H (4.51, -5.25, -2.25)  0.072
H (2.46, -4.57, -4.43)  0.126
H (4.15, -4.15, -4.53)  0.114
H (1.01, -3.36, -3.43)  0.158
H (4.43, 0.50, -0.70)  0.145
H (5.68, -3.44, -3.37)  0.114
H (8.42, -1.04, -4.36)  0.140
H (7.25, -2.31, -4.67)  0.125
H (10.07, -2.62, -4.87)  0.137
H (8.91, -3.95, -4.81)  0.136
H (10.59, -4.09, -3.07)  0.189
H (9.05, -3.97, -2.47)  0.181
H (10.81, -1.65, -2.74)  0.138
H (10.65, -2.57, -1.25)  0.138
H (8.97, -0.44, -2.00)  0.130
H (8.56, -1.64, -0.77)  0.137
C (1.82, 0.37, 3.10)  -0.046
C (0.53, 0.53, 2.32)  -0.584
O (-0.53, 0.88, 2.73)  0.051
H (1.63, 0.48, 4.17)  0.086
H (2.50, 1.15, 2.77)  0.084
H (2.27, -0.59, 2.89)  0.075
N (-3.86, 3.15, -1.30)  0.197
C (-2.47, 3.62, -1.67)  -0.123
C (-1.43, 3.00, -0.74)  -0.238
N (-1.43, 1.55, -0.72)  -0.016
H (-4.57, 3.50, -1.94)  0.174
H (-4.11, 3.46, -0.36)  0.175
H (-3.89, 2.13, -1.31)  0.159
H (-2.46, 4.71, -1.62)  0.135
H (-2.30, 3.31, -2.70)  0.136
H (-1.57, 3.37, 0.28)  0.129
H (-0.46, 3.35, -1.08)  0.131
H (-1.27, 1.09, -1.61)  0.078
H (-2.20, 1.11, -0.24)  0.078


Across the entries above, electronic energy takes the values -1892.65761; -4835.04419; -249.34383; -6274.88778; -1039.72127; -1573.46545 hartree, respectively.